Entry 1:
{"formula": "C22H29N4O4S", "method": "wB97M-V/def2-TZVPD", "smiles": "O=[N+]([O-])c1ccc(S(=O)(=O)[NH+]2CCN(C3CCN(Cc4ccccc4)CC3)CC2)cc1", "largest_force_ev_per_a": 2.6, "spin_multiplicity": 1, "e_tot_ev": -48259.158, "charge": 1, "gap_ev": 4.92, "species": ["O", "N", "O", "C", "C", "C", "C", "S", "O", "O", "N", "C", "C", "N", "C", "C", "C", "N", "C", "C", "C", "C", "C", "C", "C", "C", "C", "C", "C", "C", "C", "H", "H", "H", "H", "H", "H", "H", "H", "H", "H", "H", "H", "H", "H", "H", "H", "H", "H", "H", "H", "H", "H", "H", "H", "H", "H", "H", "H", "H"], "coordinates": [[-0.596, -3.500, -1.072], [-1.128, -3.309, 0.024], [-0.550, -3.479, 1.100], [-2.374, -2.642, 0.044], [-2.973, -2.272, -1.168], [-3.955, -1.307, -1.158], [-4.344, -0.759, 0.064], [-5.028, 0.856, 0.055], [-5.595, 1.256, -1.181], [-5.532, 1.296, 1.303], [-3.324, 1.850, -0.005], [-2.538, 1.604, 1.212], [-1.111, 2.182, 1.099], [-0.418, 1.693, -0.070], [0.019, 0.290, -0.053], [0.863, -0.005, -1.300], [1.514, -1.397, -1.248], [2.237, -1.625, -0.051], [3.669, -1.765, -0.057], [4.327, -0.401, 0.003], [4.542, 0.324, -1.162], [5.093, 1.593, -1.105], [5.426, 2.151, 0.118], [5.216, 1.433, 1.282], [4.664, 0.164, 1.226], [1.542, -1.363, 1.157], [0.888, 0.028, 1.184], [-1.165, 2.134, -1.225], [-2.596, 1.558, -1.248], [-3.893, -1.267, 1.281], [-2.911, -2.233, 1.272], [-2.599, -2.696, -2.087], [-4.407, -0.945, -2.067], [-3.638, 2.823, -0.016], [-3.070, 2.031, 2.063], [-2.464, 0.525, 1.353], [-0.562, 1.939, 2.006], [-1.157, 3.272, 1.026], [-0.840, -0.406, -0.035], [0.257, 0.033, -2.205], [1.645, 0.754, -1.366], [2.177, -1.513, -2.106], [0.725, -2.177, -1.347], [3.966, -2.291, -0.967], [3.967, -2.366, 0.805], [4.297, -0.110, -2.120], [5.267, 2.143, -2.017], [5.857, 3.139, 0.162], [5.485, 1.858, 2.237], [4.515, -0.395, 2.138], [2.228, -1.448, 2.000], [0.761, -2.143, 1.301], [1.671, 0.789, 1.216], [0.300, 0.089, 2.099], [-0.659, 1.851, -2.145], [-1.205, 3.227, -1.196], [-3.167, 1.954, -2.088], [-2.530, 0.474, -1.353], [-4.298, -0.875, 2.200], [-2.491, -2.626, 2.185]], "nbo_charge": [-0.35, 0.46, -0.35, 0.17, -0.21, -0.16, -0.37, 2.27, -0.85, -0.85, -0.55, -0.28, -0.22, -0.43, -0.04, -0.42, -0.22, -0.45, -0.23, 0.06, -0.26, -0.19, -0.22, -0.20, -0.26, -0.21, -0.42, -0.23, -0.28, -0.17, -0.20, 0.28, 0.27, 0.44, 0.25, 0.22, 0.24, 0.21, 0.14, 0.19, 0.23, 0.22, 0.20, 0.21, 0.21, 0.21, 0.22, 0.22, 0.22, 0.21, 0.22, 0.20, 0.23, 0.19, 0.24, 0.21, 0.25, 0.22, 0.27, 0.28]}

---

Entry 2:
{"formula": "CH4FNS2", "method": "wB97M-V/def2-TZVPD", "smiles": "CN(S)SF", "largest_force_ev_per_a": 2.2, "spin_multiplicity": 1, "e_tot_ev": -26978.291, "gap_ev": 9.55, "relative_energy_kcal_mol": 9.14, "species": ["C", "N", "S", "S", "F", "H", "H", "H", "H"], "coordinates": [[0.855, 0.565, -0.395], [-0.360, -0.226, -0.180], [-0.186, -2.005, 0.113], [-1.818, 0.357, -0.558], [-2.354, 0.977, 0.928], [0.454, 1.581, -0.377], [1.487, 0.385, 0.535], [1.390, 0.156, -1.274], [0.532, -1.790, 1.208]], "nbo_charge": [-0.42, -0.75, 0.18, 0.78, -0.53, 0.23, 0.19, 0.21, 0.10]}

---

Entry 3:
{"formula": "C2H4N2", "method": "wB97M-V/def2-TZVPD", "largest_force_ev_per_a": 6.0, "spin_multiplicity": 1, "e_tot_ev": -5115.392, "gap_ev": 8.38, "relative_energy_kcal_mol": 82.29, "species": ["C", "C", "N", "N", "H", "H", "H", "H"], "coordinates": [[-1.278, 1.692, -0.190], [1.573, -1.006, -0.346], [-1.539, 0.898, 0.550], [0.579, -1.271, 0.385], [-0.960, 2.552, -0.750], [1.396, -0.268, -1.051], [-0.355, -0.632, 0.343], [0.582, -1.965, 1.059]], "nbo_charge": [0.11, -0.14, -0.34, -0.71, 0.24, 0.09, 0.37, 0.37]}

---

Entry 4:
{"formula": "C3H9O2", "method": "wB97M-V/def2-TZVPD", "largest_force_ev_per_a": 2.4, "spin_multiplicity": 2, "e_tot_ev": -7349.223, "s2": 0.754, "gap_ev": [11.67, 8.58], "relative_energy_kcal_mol": 7.85, "species": ["C", "O", "C", "C", "H", "H", "H", "H", "H", "H", "H", "H", "H", "O"], "coordinates": [[-0.623, -0.827, 0.762], [-1.183, -1.706, -0.071], [-0.755, 0.686, 0.385], [-0.654, 0.970, -1.161], [0.477, -1.082, 0.694], [-0.997, -0.975, 1.812], [-0.174, 1.426, 0.950], [-1.817, 0.806, 0.635], [-1.132, 1.923, -1.357], [-0.969, 0.104, -1.735], [0.410, 1.079, -1.369], [2.077, 0.914, -0.531], [2.146, 0.116, 0.741], [2.704, 0.575, 0.120]], "nbo_charge": [-0.12, -0.28, -0.44, -0.61, 0.22, 0.19, 0.22, 0.20, 0.22, 0.23, 0.17, 0.46, 0.46, -0.92]}

---

Entry 5:
{"formula": "C20H26I2MnN6O2S2", "method": "wB97M-V/def2-TZVPD", "largest_force_ev_per_a": 0.5, "spin_multiplicity": 6, "e_tot_ev": -103392.384, "s2": 8.758, "gap_ev": [6.93, 7.42], "relative_energy_kcal_mol": 0.68, "species": ["Mn", "C", "C", "N", "C", "C", "C", "O", "C", "C", "N", "C", "C", "C", "C", "C", "C", "I", "C", "O", "H", "H", "H", "H", "H", "H", "H", "H", "H", "H", "H", "H", "I", "C", "H", "H", "N", "C", "N", "S", "H", "H", "H", "H", "S", "C", "N", "C", "C", "C", "N", "H", "H", "H", "H", "H", "H", "H", "H"], "coordinates": [[-0.298, -0.316, -1.010], [3.022, -2.018, -3.844], [3.180, -2.393, -2.405], [4.042, -3.314, -2.073], [4.158, -3.665, -0.766], [3.459, -3.068, 0.241], [3.601, -3.583, 1.642], [2.372, -4.157, 2.119], [2.528, -2.039, -0.079], [1.904, -1.313, 0.978], [0.924, -0.469, 0.891], [0.661, 0.300, 2.040], [1.705, 0.840, 2.797], [1.459, 1.614, 3.917], [0.156, 1.886, 4.306], [-0.895, 1.386, 3.553], [-0.639, 0.611, 2.434], [-2.258, -0.103, 1.332], [2.330, -1.724, -1.442], [1.470, -0.883, -1.877], [3.745, -2.565, -4.443], [3.157, -0.943, -3.976], [2.009, -2.238, -4.187], [4.855, -4.468, -0.552], [3.855, -2.804, 2.362], [4.399, -4.329, 1.674], [2.090, -4.797, 1.452], [2.323, -1.478, 1.974], [2.722, 0.677, 2.464], [2.292, 2.022, 4.476], [-0.046, 2.496, 5.176], [-1.917, 1.600, 3.834], [-1.387, 0.113, -4.409], [-1.873, -0.728, -2.460], [-1.808, -1.802, -2.641], [-2.943, -0.521, -2.360], [-0.460, -3.512, 2.260], [-1.243, -3.619, 1.180], [-2.548, -3.873, 1.399], [-0.672, -3.376, -0.381], [-0.822, -3.643, 3.189], [0.543, -3.448, 2.142], [-2.924, -4.035, 2.317], [-3.155, -3.913, 0.601], [0.060, 2.260, -0.831], [-1.296, 2.971, -1.577], [-2.396, 2.284, -1.868], [-3.494, 2.804, -2.675], [-2.999, 3.948, -3.539], [-2.291, 4.960, -2.653], [-1.265, 4.279, -1.876], [-2.311, 1.279, -1.776], [-4.309, 3.138, -2.025], [-3.861, 1.983, -3.290], [-3.834, 4.420, -4.056], [-2.305, 3.558, -4.285], [-3.010, 5.451, -1.989], [-1.807, 5.733, -3.249], [-0.406, 4.750, -1.650]], "nbo_charge": [1.20, -0.65, 0.20, -0.40, -0.03, -0.05, -0.08, -0.74, -0.24, 0.19, -0.61, 0.19, -0.24, -0.20, -0.22, -0.22, -0.19, 0.25, 0.40, -0.80, 0.22, 0.23, 0.23, 0.19, 0.18, 0.18, 0.48, 0.18, 0.22, 0.22, 0.22, 0.22, -0.01, -1.15, 0.22, 0.19, -0.80, 0.32, -0.80, -0.29, 0.39, 0.44, 0.39, 0.42, -0.31, 0.36, -0.61, -0.22, -0.43, -0.21, -0.59, 0.44, 0.19, 0.23, 0.22, 0.23, 0.19, 0.21, 0.42]}

---

Entry 6:
{"formula": "C23H26FeN2O2S3", "method": "wB97M-V/def2-TZVPD", "largest_force_ev_per_a": 3.5, "spin_multiplicity": 5, "e_tot_ev": -98239.923, "s2": 6.042, "gap_ev": [5.42, 5.62], "relative_energy_kcal_mol": 0.00, "species": ["Fe", "C", "C", "C", "C", "C", "C", "C", "C", "C", "C", "H", "H", "H", "H", "H", "H", "H", "H", "H", "H", "H", "H", "H", "H", "S", "C", "S", "S", "O", "C", "C", "C", "C", "N", "C", "C", "C", "C", "C", "C", "O", "C", "C", "N", "H", "H", "H", "H", "H", "H", "H", "H", "H", "H", "H", "H"], "coordinates": [[2.420, 1.879, 1.417], [-3.126, -3.389, 3.164], [-2.916, -1.866, 3.268], [-1.585, -1.394, 3.855], [-3.018, -1.173, 1.929], [-2.664, -1.863, 0.727], [-2.782, -1.299, -0.495], [-3.156, 0.048, -0.594], [-3.264, 0.747, -1.953], [-3.470, 0.767, 0.563], [-3.433, 0.146, 1.817], [-3.404, -4.009, 4.042], [-2.171, -3.764, 2.909], [-3.826, -3.709, 2.390], [-3.751, -1.517, 3.849], [-0.657, -1.818, 3.425], [-1.464, -1.425, 4.938], [-1.542, -0.288, 3.666], [-2.313, -2.887, 0.804], [-2.460, -1.831, -1.391], [-2.330, 0.911, -2.471], [-3.604, 1.807, -1.762], [-3.953, 0.268, -2.628], [-3.712, 1.783, 0.422], [-3.716, 0.725, 2.763], [2.204, 3.374, 5.501], [2.246, 2.840, 3.920], [3.759, 2.582, 2.929], [0.888, 2.269, 2.932], [-0.741, -3.505, -0.841], [0.412, -3.102, -1.572], [1.084, -1.993, -0.765], [1.298, -2.038, 0.633], [1.860, -0.953, 1.281], [2.123, 0.188, 0.626], [2.057, 0.190, -0.709], [1.485, -0.838, -1.451], [2.550, 1.390, -1.321], [2.736, 1.624, -2.707], [2.946, 2.867, -3.212], [3.269, 3.058, -4.678], [2.605, 2.129, -5.493], [3.172, 3.890, -2.239], [2.909, 3.653, -0.896], [2.772, 2.418, -0.416], [-1.057, -4.302, -1.337], [0.144, -2.676, -2.573], [1.181, -3.876, -1.663], [0.867, -2.889, 1.210], [2.039, -0.972, 2.350], [1.360, -0.789, -2.513], [2.596, 0.732, -3.337], [4.370, 3.016, -4.919], [3.018, 4.084, -4.921], [3.276, 1.533, -5.881], [3.456, 4.885, -2.512], [3.012, 4.361, -0.078]], "nbo_charge": [1.06, -0.61, -0.26, -0.61, -0.02, -0.22, -0.22, -0.02, -0.63, -0.24, -0.14, 0.22, 0.19, 0.21, 0.21, 0.20, 0.22, 0.23, 0.22, 0.21, 0.21, 0.21, 0.22, 0.21, 0.21, -0.06, -0.47, -0.32, -0.28, -0.70, -0.10, 0.04, -0.19, 0.07, -0.54, 0.16, -0.22, 0.19, -0.22, 0.01, -0.09, -0.71, -0.22, 0.07, -0.54, 0.48, 0.18, 0.19, 0.24, 0.23, 0.22, 0.23, 0.19, 0.19, 0.48, 0.23, 0.23]}